Entry 1:
This record from the OMol25 dataset describes C54H46Cl2InNO31PS as an isolated structure at a distorted geometry. The level of theory is ωB97M-V/def2-TZVPD.

```
137
Properties=species:S:1:pos:R:3:forces:R:3
In 1.54226 -2.06943 0.35113 -0.411 -0.514 -0.750
Cl 5.75465 -4.82309 1.24989 -2.150 0.496 -1.358
Cl 4.34237 -2.21350 2.52023 -1.266 -1.316 -1.744
S 1.20034 -0.93117 3.95676 -0.345 0.427 -0.337
P 0.89043 -0.31270 2.13269 0.114 1.111 0.232
O 9.59577 2.42101 -0.14891 -1.053 0.518 1.331
O -2.38020 5.20692 5.19313 -0.284 -0.792 -0.178
O 6.25145 -0.27947 1.82183 0.808 1.495 0.045
O 4.87754 6.00441 -4.14491 -0.176 -0.012 0.833
O -3.12094 1.32301 -7.69991 0.136 -1.897 0.138
O -7.33290 3.03156 -2.04755 1.914 -0.110 -0.366
O -4.83133 -0.82367 -7.67655 0.854 0.165 0.127
O 0.19424 -1.69421 -6.19368 -1.176 -0.406 -0.569
O 2.43099 -2.68922 -3.41571 0.877 1.848 -0.800
O 8.81304 4.36920 1.61893 0.046 -0.481 -0.175
O -1.49384 -3.85751 -6.25602 0.091 2.082 -0.426
O 7.98867 5.78736 -0.59038 -2.279 0.101 -0.231
O -2.61154 2.27861 -4.99914 -2.055 0.267 0.637
O 1.99805 1.05140 1.89002 -2.644 -0.218 -1.620
O -4.83371 3.17256 -0.92169 -0.406 -0.135 -0.873
O 5.80979 5.61251 1.06953 0.076 0.120 -0.982
O -6.11875 -3.78035 -0.78482 -1.136 -0.480 -0.121
O 0.84487 -0.60837 10.43860 1.229 -0.453 -1.324
O -10.27008 -6.63188 -2.47251 0.768 0.362 -0.004
O -8.13320 -6.38661 -4.17750 -0.732 0.452 1.714
O 5.40958 1.69853 3.52857 1.709 -0.306 -1.607
O -0.72023 0.33640 1.87205 2.493 1.455 0.584
O -5.78366 2.53625 7.10277 1.217 -0.440 -1.366
O -1.59747 3.25873 3.42529 -1.188 0.488 1.365
O 1.68674 -2.58637 8.73185 0.210 0.881 0.287
O 5.03106 0.11411 6.76112 -1.215 0.451 1.526
O -8.21817 -4.10014 0.95425 0.645 -0.476 -1.898
O 2.69825 5.91942 -2.47826 1.940 0.005 -0.086
O 4.24833 2.06230 8.52896 -0.250 -0.796 -0.117
O -4.94179 0.55825 5.39603 0.164 0.935 0.211
O -5.10699 2.22617 -6.14115 -0.012 0.226 0.947
N 1.60076 0.05425 -4.46314 0.628 -0.281 0.898
C 5.57574 5.71953 -0.12960 -0.545 -0.094 1.039
C 1.66015 -0.94369 -1.60953 0.094 0.176 -1.070
C -1.93934 -2.59593 -6.60552 0.154 -2.010 0.437
C 2.27781 -1.51473 8.65952 0.065 -0.993 -0.648
C -0.08019 -5.16381 0.14413 -4.572 2.177 -0.235
C 3.48492 -3.00620 1.04113 3.200 -3.829 -0.841
C -4.73897 2.75170 6.22283 -1.251 0.265 1.320
C -3.67137 -1.04618 -7.34794 -0.902 -0.585 -0.102
C -1.72651 -2.80794 0.15563 -0.399 -3.763 -0.239
C -4.87848 2.93649 -2.12437 0.865 0.087 0.847
C 2.81698 -1.46422 -2.64799 -0.061 2.161 -1.506
C 3.98423 5.86967 -1.97239 -1.845 0.017 -0.125
C -3.25783 1.86074 4.36616 -0.268 -0.203 0.118
C -2.99981 -5.29686 -0.06891 3.236 2.955 0.459
C -1.49143 -6.01023 -0.00515 -0.662 2.798 0.142
C -3.13290 -3.65971 0.03657 4.137 -2.059 0.017
C 8.56960 2.19636 0.75037 1.111 -0.296 -1.233
C 3.63481 1.00149 8.57830 0.020 0.899 0.334
C 4.00489 -0.11054 7.66039 1.249 -0.212 -1.393
C -7.07011 -5.07969 -2.51672 0.153 0.198 0.229
C 6.70265 5.80887 -1.09822 2.107 0.042 0.194
C -2.62364 3.03408 4.32457 1.134 -0.297 -1.249
C 1.88956 -0.39291 9.55865 -1.257 0.288 1.280
C 8.19952 3.30839 1.66828 -0.487 0.432 0.747
C 7.09090 3.08611 2.60925 0.567 0.438 -0.274
C 3.37070 -1.28388 7.70198 -0.262 -0.243 0.225
C -4.35072 1.62989 5.32370 0.082 -1.017 -0.538
C 2.95601 -0.26810 -3.80880 -0.466 0.838 1.372
C -2.99372 4.14611 5.24248 0.089 0.890 0.382
C 6.48249 5.90599 -2.41075 -0.367 0.015 -0.365
C -1.41735 -0.13792 -6.95103 0.208 -0.119 0.076
C -2.68229 0.06682 -7.32349 0.146 1.379 -0.453
C 3.49335 -4.97553 -0.82108 1.721 -0.349 0.483
C 2.52618 0.77922 9.51927 0.239 0.187 -0.103
C 4.20462 5.76906 -0.66013 0.217 -0.016 0.265
C -6.19539 2.85455 -2.81367 -1.814 0.143 0.537
C -8.11895 -5.79501 -2.92770 0.507 -0.526 -1.645
C -8.24436 -4.66837 -0.30612 -0.440 0.572 1.860
C -3.66494 2.72238 -2.92772 -0.242 0.100 0.387
C -5.06367 2.42884 -4.93282 -0.725 -0.108 -0.678
C 6.45427 1.91399 2.64862 -1.691 0.031 1.595
C -9.29458 -5.38084 -0.71862 -0.196 -0.230 -0.320
C -0.21081 -3.51299 0.21191 -3.964 -2.732 -0.268
C -9.31360 -5.98451 -2.05993 -0.916 -0.297 0.388
C -6.27819 2.61908 -4.12453 0.171 -0.054 -0.341
C 6.84252 0.79217 1.74949 -0.283 -1.314 -0.415
C -3.20517 -2.39076 -6.97461 -0.304 0.322 -0.141
C -4.10235 3.92383 6.18345 0.225 0.195 -0.127
C 5.11138 5.93123 -2.94367 0.628 0.040 -0.871
C -0.95774 -1.47790 -6.55466 0.990 0.437 0.215
C -7.06078 -4.45554 -1.18445 1.045 0.360 -0.317
C 4.15549 -4.20370 0.46551 -2.606 3.398 1.314
C 7.93542 1.02302 0.79195 -0.128 -0.066 0.058
C -3.74767 2.48345 -4.23798 1.928 -0.219 -0.605
H -2.71487 2.76700 -2.41033 -0.064 -0.014 -0.024
H 2.25584 1.60238 10.16860 0.020 -0.050 -0.047
H -7.22879 2.55917 -4.63884 0.057 0.001 0.023
H -4.00475 -5.90257 -0.18874 2.481 1.089 0.301
H 3.63089 -2.10159 7.04214 -0.054 0.058 -0.011
H -1.82606 -1.63443 0.19510 0.400 -2.587 0.011
H -6.07616 1.61319 6.93943 0.164 0.350 0.043
H -4.37269 4.74700 6.83278 0.032 -0.054 -0.038
H 1.86694 0.19059 -1.34433 -0.229 -2.160 -0.679
H -1.30088 4.17987 3.59274 -0.078 -0.411 -0.057
H 1.68713 1.53614 1.04749 0.794 -1.109 1.721
H 7.88347 5.71052 0.38303 0.267 -0.086 -0.180
H 2.80354 5.99016 -3.45201 -0.030 -0.064 0.392
H -8.99918 -6.84576 -4.23889 0.363 0.205 0.042
H -3.92983 -3.19392 -7.01389 0.037 0.055 0.017
H 3.39471 5.72117 0.05685 0.059 -0.019 -0.036
H 0.98865 -5.68567 0.19690 -2.789 1.211 -0.107
H -1.51498 -7.20219 -0.06486 0.257 2.903 0.143
H 5.11708 0.77547 3.36522 -0.145 0.224 0.071
H 3.88793 -1.57411 -2.18939 -2.089 -0.105 -0.499
H 1.03771 -0.81200 -4.61029 0.923 1.019 0.271
H -4.19747 -3.12644 0.01988 2.816 -1.352 0.024
H -7.00994 3.18820 -1.13340 -0.097 -0.072 -0.366
H 1.02603 0.66908 -3.83634 1.037 -0.969 -0.614
H -0.66187 1.30308 2.16085 -0.321 -1.650 -0.303
H 0.55237 -1.53143 10.27525 0.143 0.362 0.005
H 5.32765 1.03525 6.92857 -0.160 -0.378 -0.136
H -0.68853 0.66241 -6.92652 0.021 -0.056 0.052
H -2.99764 1.04303 3.70632 0.050 -0.023 0.033
H 4.39970 -5.23889 -1.55128 -2.087 0.714 1.400
H 2.72956 -4.26557 -1.35460 1.459 -1.500 1.061
H 2.67861 -2.47201 -4.38272 -0.557 -0.634 2.379
H 9.89236 3.34215 0.01854 -0.164 -0.380 -0.086
H 3.79251 -0.51066 -4.60121 -1.748 0.324 1.350
H -4.07080 1.21170 -7.92277 0.246 0.176 0.259
H -6.19610 -4.93199 -3.13804 -0.023 -0.001 0.052
H 7.29229 5.96941 -3.12626 -0.052 -0.017 0.041
H -0.54538 -3.74513 -6.02732 -0.373 -0.072 0.018
H 8.19560 0.20531 0.13211 -0.024 0.029 0.044
H -2.93428 2.12800 -5.91425 0.183 0.074 0.040
H -7.35481 -3.63602 1.01326 -0.303 -0.180 0.013
H 6.82055 3.90928 3.25858 0.004 -0.046 -0.083
H 3.03302 -6.02640 -0.51502 0.822 2.372 -0.537
H -10.16238 -5.54159 -0.09141 0.056 0.014 -0.048
H 3.26230 0.73308 -3.23976 -0.358 -2.184 -1.280
H 0.60529 -0.98495 -2.15897 2.282 0.006 1.158
```
Positions in Å, forces in eV/Å.

## Properties
total energy = -6322.21210 Ha
total charge = -1
spin multiplicity = 1
HOMO level = -5.349 eV

---

Entry 2:
This record from the OMol25 dataset describes an isolated ion of composition C6H10NO and charge +1 at a distorted geometry. The level of theory is ωB97M-V/def2-TZVPD.

```
18
Properties=species:S:1:pos:R:3:forces:R:3
O 0.82192 1.44558 0.31299 1.814 -0.073 -0.327
N 1.11206 -0.86848 0.37619 0.285 0.330 -0.331
C -1.44929 -1.47365 0.25427 0.883 1.534 0.279
C 1.84713 0.51328 0.28062 0.176 -0.322 0.521
C 1.97044 -0.53996 -0.78144 -0.299 1.997 3.374
C -1.48365 1.71181 -0.24847 -2.809 2.950 1.201
C -0.37121 0.80959 0.03906 0.840 -0.048 -0.012
C -0.25594 -0.51960 0.13631 -2.719 0.952 0.560
H -1.16587 -2.00093 1.17341 -0.805 -0.918 -0.563
H -2.33374 1.32625 -0.78734 0.234 -0.914 -0.640
H 2.79720 0.62670 0.91244 -2.008 0.384 -0.656
H -1.52286 -1.95589 -0.70016 -0.065 -1.364 0.018
H 1.43385 -1.51645 1.08840 -0.336 -0.394 -0.176
H -2.44331 -0.96237 0.38888 1.342 -0.123 0.157
H 1.56592 -0.41509 -1.69552 -1.656 -0.080 -2.767
H -1.28933 2.71611 -0.77218 0.528 -1.717 0.809
H -2.12193 2.05082 0.69058 1.872 -0.666 -1.180
H 2.88863 -0.94772 -0.66805 2.725 -1.529 -0.267
```
Positions in Å, forces in eV/Å.

## Properties
total energy = -364.26331 Ha
total charge = +1
SMILES string = CC1=C(C)[N@H+]2C[C@H]2O1
spin multiplicity = 1
HOMO level = -13.516 eV

---

Entry 3:
This record from the OMol25 dataset describes an isolated ion of composition C3H4NO and charge +1 at a distorted geometry. The level of theory is ωB97M-V/def2-TZVPD.

```
9
Properties=species:S:1:pos:R:3:forces:R:3
O 1.40344 0.98862 0.68868 2.701 -1.127 0.510
N -0.18490 -0.94710 -0.42463 3.673 -3.054 -0.420
C 0.57811 -1.79727 -0.61881 -2.505 2.153 0.771
C 0.28532 1.26273 0.55420 -1.424 0.666 -0.657
C -0.78092 0.23602 -0.01080 0.994 0.075 2.136
H 1.12574 -2.70605 -0.72653 0.390 -0.269 -0.267
H -0.96449 0.72859 -0.90687 -2.237 0.998 -1.415
H -1.43498 -0.08777 0.81370 -0.840 0.926 -0.834
H -0.02733 2.32224 0.63104 -0.751 -0.367 0.178
```
Positions in Å, forces in eV/Å.

## Properties
total energy = -246.33971 Ha
total charge = +1
SMILES string = C#[N+]CC=O
spin multiplicity = 1
HOMO level = -15.260 eV

---

Ordered Kohn-Sham gap results: 4.9, 10.4, 10.0; unit eV.